[1]
# C47H64CsN10O3S2Te

C47H64CsN10O3S2Te as an isolated structure (ωB97M-V/def2-TZVPD, OMol25).

```
128
Properties=species:S:1:pos:R:3:mulliken_charge:R:1
Cs -1.25410 -0.48342 -0.71707 1.514
Te -2.76856 3.34695 -0.59882 -0.193
S -3.00082 0.67168 3.47899 -0.395
S 1.61413 3.68966 -1.82029 -0.332
O -0.96908 1.39994 -2.83504 -0.038
O -1.62794 -2.82939 -2.13247 -0.447
O -1.51842 -0.91658 -3.82996 -0.020
N 0.45082 2.53423 0.32651 -0.382
N -0.79122 2.48450 -4.82305 0.645
N 1.38730 -3.81900 1.67718 0.374
N -0.75202 0.33501 4.83265 -0.107
N 1.96874 -1.75531 0.68958 -0.430
N -1.96611 -1.57266 4.42126 -0.123
N -1.98430 -4.49290 -3.61423 0.175
N 3.61998 -3.26870 1.49186 -0.325
N 2.07556 1.30369 -2.56772 -0.762
N 1.43552 1.18561 -1.36398 0.454
C -4.85265 4.87287 1.07505 1.067
C -4.53310 5.83520 -1.11491 1.403
C 0.36472 -6.31201 2.41896 -1.708
C 0.44357 -1.77348 4.65871 1.069
C -1.65189 -2.18145 -4.41337 -1.045
C -5.44642 6.83347 -0.79023 -1.068
C 2.25390 -2.86055 1.25811 -0.782
C -0.83561 -2.74777 1.49174 0.678
C -2.12531 -5.47732 -2.55554 -0.946
C -0.54207 -5.13620 2.13927 1.401
C -4.57592 3.83552 2.12585 -1.491
C 5.40668 -2.73868 5.27082 -0.779
C 3.51400 -3.39460 3.94093 0.003
C -1.91699 -5.28985 2.27263 -1.002
C 4.10860 -3.21308 5.17999 -0.864
C 4.37919 3.38286 -3.93802 -1.143
C -2.21075 -3.00765 1.59762 -1.045
C -1.75933 -3.19615 -3.27878 0.538
C -2.16756 -4.97492 -4.96388 -1.044
C -4.20924 4.84020 -0.17488 -0.319
C -0.92269 3.80614 -4.22588 -1.044
C 4.92980 1.00778 -0.38499 -0.870
C -1.22909 0.06985 -4.78780 -1.367
C 2.51169 0.35869 2.48539 -1.493
C 2.98948 -0.86282 0.34946 -0.124
C -0.05024 -3.87496 1.75335 -0.942
C -3.90573 5.87356 -2.48346 -1.533
C -2.76381 -4.22400 1.99465 -0.366
C 0.41088 -0.40049 5.30505 -0.916
C -0.82920 2.44631 -6.26807 -1.138
C 1.11234 2.33108 -0.85694 0.213
C -0.89856 -2.45436 4.86601 -0.797
C 5.51835 -2.60471 2.84957 1.268
C 4.22837 1.14337 0.80814 -0.893
C 3.26888 0.21945 1.19663 1.301
C -5.76535 5.88619 1.36044 -1.292
C 4.65725 -0.07091 -1.21170 -0.841
C -0.98656 1.38325 -4.04648 0.105
C -7.05438 7.97801 0.77615 -1.443
C 3.68964 -0.99497 -0.84848 0.349
C -6.07314 6.88228 0.44655 0.841
C 2.94693 2.91211 -4.20118 -0.512
C 6.09514 -2.44534 4.10239 -0.867
C 2.24242 2.52260 -2.94342 0.686
C -1.84149 -0.24468 4.27903 -0.052
C 6.29029 -2.24976 1.60713 -1.434
C 4.20194 -3.08741 2.76836 0.392
H -0.29501 3.23447 0.23433 0.040
H -0.95572 -3.36584 4.27131 0.125
H -4.55113 6.40468 -3.18694 0.385
H 4.20223 -2.84945 0.77973 0.483
H -4.80190 2.83248 1.75862 0.284
H 4.38502 4.25916 -3.28841 0.321
H -2.06491 0.19715 -5.49026 0.412
H -6.57870 8.96096 0.73407 0.305
H -2.54613 -2.22976 -5.05075 0.403
H -1.04154 -2.71363 5.92157 0.408
H -5.16586 4.02362 3.02457 0.275
H -2.67698 -1.97778 3.82273 0.278
H 2.49792 -3.75472 3.88329 0.405
H -1.38103 -6.26731 -2.67938 0.317
H -0.41715 1.51748 -6.65705 0.348
H 1.86503 -4.68582 1.85171 0.444
H 5.66863 1.74647 -0.66988 0.340
H -3.71197 4.86478 -2.84701 0.247
H -1.54563 -5.85874 -5.12393 0.337
H 0.38248 -0.49547 6.39697 0.375
H 1.07363 -6.10963 3.22939 0.266
H -0.66902 1.31606 4.62453 0.273
H 2.38662 3.69999 -4.71216 0.147
H 3.43009 -1.81099 -1.51354 0.423
H 1.43785 0.25106 2.31692 0.181
H 1.24462 -2.36780 5.09713 0.146
H -3.12183 -5.92487 -2.58824 0.322
H 5.87831 -2.59614 6.23422 0.378
H 0.61807 -1.67953 3.58258 -0.625
H 7.11015 -2.06839 4.15953 0.330
H -0.34004 -0.21130 -5.36884 0.415
H -0.00120 4.38054 -4.34981 0.220
H -3.83977 -4.35146 2.07260 0.422
H 6.39751 -3.10502 0.93357 0.355
H 5.17555 -0.18033 -2.15680 0.365
H -1.84440 2.57800 -6.66091 0.323
H 4.42598 1.99301 1.45266 0.397
H 2.95178 2.03256 -4.84718 0.333
H -0.21498 3.26277 -6.64989 0.379
H 0.01049 1.69139 0.67825 0.111
H -2.31723 -6.25000 2.58307 0.284
H -3.51841 3.81713 2.39465 0.310
H -2.92617 -2.21098 1.35276 0.256
H 2.79974 -0.43095 3.18738 0.164
H -1.73683 4.34204 -4.72194 0.503
H -1.87935 -4.22928 -5.69827 0.384
H -7.46256 7.84602 1.77870 0.334
H 3.54711 -3.44783 6.07620 0.411
H -2.93827 6.38480 -2.45419 0.270
H -5.67887 7.59302 -1.53295 0.309
H 4.94802 2.59498 -3.44342 0.185
H -7.88913 7.98945 0.07116 0.319
H -6.24872 5.89488 2.33339 0.194
H -0.78011 -2.41726 -5.04095 0.415
H 1.30552 0.16632 5.04519 0.332
H -0.22370 -7.18083 2.71477 0.417
H 4.88135 3.64441 -4.87049 0.423
H -1.15947 3.71616 -3.16591 -0.005
H 5.80266 -1.44620 1.04927 0.223
H 2.70830 1.32599 2.94826 0.570
H 7.29289 -1.91510 1.87107 0.422
H -1.98001 -4.99209 -1.59410 0.184
H -3.20951 -5.25669 -5.14593 0.310
H 0.94925 -6.59665 1.53759 0.337
```

Computed properties:
net charge	-1
E_LUMO	1.47	eV
frontier orbital gap	4.82	eV
ΔE to the lowest compared entry with this formula, charge and spin	111.2	kJ/mol
maximum force	0.829	eV Å⁻¹

[2]
# C47H68BF5O21

A 6-piece molecular cluster, C47H68BF5O21 overall at a distorted geometry (ωB97M-V/def2-TZVPD, OMol25).

```
142
Properties=species:S:1:pos:R:3:mulliken_charge:R:1
F -5.36927 -4.01504 1.95696 -0.140
F -4.67478 -6.09083 1.89830 -0.297
F -6.27824 -5.52915 3.29947 -0.271
F -7.21940 -7.02021 1.24332 -0.316
F -6.23146 -5.74660 -0.28852 -0.291
O -0.24191 7.34050 -1.01484 -0.204
O 3.24376 -3.56547 -3.00386 -0.265
O 8.76053 -0.41506 -1.18937 -0.326
O 1.28737 5.73193 -0.56135 -0.561
O -3.13139 9.71445 -1.52453 -0.220
O 1.92806 1.51007 0.81986 -0.533
O 1.60375 7.31825 -2.14732 -0.316
O -4.01819 11.58554 -2.44330 -0.538
O -3.92315 0.58856 5.58594 -0.536
O 12.44037 1.22131 -4.85096 -0.323
O -4.80371 2.14315 1.13651 -0.574
O 1.44560 -3.92186 -4.33476 -0.543
O 7.06740 -0.92601 -2.60296 -0.560
O -4.27018 11.05005 -0.25627 -0.313
O -4.88228 -1.66233 -0.20492 -0.448
O -9.54473 -1.30745 4.58044 -0.411
O 12.84795 2.19793 -6.73978 -0.321
O 1.14236 0.03650 3.21245 -0.490
O 12.11734 0.05309 -6.76455 -0.544
O 1.67040 -4.86784 -2.28776 -0.256
O 9.21878 -1.52079 -2.99363 -0.312
C 8.23024 -0.95126 -2.29328 0.829
C -5.89463 -0.89187 -0.89155 -0.641
C -7.02230 -1.97798 3.62722 0.852
C -5.90735 -1.38611 4.37386 -0.914
C 0.92030 6.69820 -1.17793 0.763
C -5.79372 -5.30145 2.03670 0.606
C 2.87544 6.73546 -2.43095 -0.615
C 12.89299 2.16536 -8.16563 -0.624
C -7.28606 -1.53311 2.25981 1.070
C -2.64855 0.45675 3.49213 0.555
C 0.34903 1.03938 -1.15371 -0.887
C -8.46068 -2.23718 1.49432 -1.741
C -6.76725 -0.01899 0.12855 -1.137
C -6.49332 -0.48410 1.58845 0.147
C -2.91928 0.93928 2.12180 0.462
C -7.91091 -3.32674 0.45402 0.032
C -1.28091 0.16402 3.88492 0.963
C -1.01258 -0.33833 5.34547 -1.762
C 3.78654 -2.71383 -4.01370 -0.584
C -5.12458 -0.37800 3.70448 0.395
C 12.01944 0.07106 -4.11692 -0.476
C -5.39165 0.09647 2.33384 0.954
C 2.05825 -4.09988 -3.31373 0.738
C -6.85561 -5.70139 0.94967 0.695
C -3.89044 0.25839 4.42732 -0.389
C -5.03447 12.24274 -0.08492 -0.627
C -8.14098 -4.82554 0.91806 -1.175
C -9.05909 -2.29696 5.07265 -0.086
C 0.41035 -5.50787 -2.48064 -0.694
C 8.79603 -2.13930 -4.20968 -0.717
C 1.84071 -4.73882 3.05623 0.692
C 3.23619 -4.90989 3.76443 -1.506
C 2.87984 -1.35042 1.35314 -1.654
C 7.81227 0.23245 -0.33950 -0.601
C -7.85141 -3.06654 4.38074 -0.925
C 1.63628 -6.06793 2.16725 -1.227
C -0.49834 0.86041 1.54990 0.112
C 1.17983 -1.40862 3.39580 -1.107
C -0.19186 0.34667 2.90017 0.325
C 1.74705 -3.51098 2.06014 -1.438
C 12.43618 1.05540 -6.17762 0.777
C -4.42141 1.18476 1.76345 -0.555
C -1.08435 6.78512 -0.00316 -0.670
C -1.88996 1.16484 1.13399 -1.111
C 2.33390 -2.15471 2.60982 1.063
C -3.82602 10.85757 -1.50431 0.741
C -2.59212 9.37789 -2.80340 -0.618
B 0.62904 1.13188 0.42645 0.588
H -7.83572 -0.25592 -0.10570 0.167
H 0.05017 -0.04632 5.59046 0.326
H 0.20008 -6.09880 -1.59051 0.197
H -0.59616 6.82845 0.97084 0.304
H -5.67880 -1.73923 5.40485 0.423
H -0.38435 -4.77008 -2.59833 0.320
H 7.33353 1.06297 -0.85919 0.300
H 0.66633 -3.41285 1.74782 0.376
H 13.23875 3.13992 -8.50580 0.218
H 3.26390 -4.23039 4.65248 0.347
H -5.34654 -0.23741 -1.62873 0.427
H 0.44376 -6.17688 -3.34121 0.320
H 4.74334 -2.34111 -3.65028 0.179
H 3.95758 -3.27085 -4.93579 0.303
H 1.18377 -6.90652 2.75544 0.373
H 1.00191 -4.76722 3.80459 0.271
H -8.86814 -5.28801 0.20226 0.361
H 3.72504 -1.95649 0.91755 0.504
H 8.08983 -2.94514 -4.00646 0.342
H 8.35664 -1.40310 -4.88388 0.331
H -8.32129 -3.81283 3.69678 -0.215
H -9.18686 -2.69552 2.20890 0.552
H 8.35489 0.62635 0.51800 0.231
H 7.06663 -0.47863 0.01767 0.258
H 0.21247 -1.92487 3.18096 0.422
H 11.89969 1.98544 -8.57833 0.293
H 3.12858 -1.86312 -4.19428 0.289
H -6.51702 -1.60507 -1.49258 0.363
H 9.67803 -2.56323 -4.68685 0.222
H 10.99262 -0.19148 -4.36908 0.168
H 2.29516 -3.77466 1.10846 0.404
H -3.39004 9.23936 -3.53405 0.326
H 1.05983 -5.85382 1.22461 0.190
H 4.06644 -4.73177 3.03506 0.288
H -5.93007 12.21887 -0.70669 0.289
H -1.89143 10.14268 -3.13951 0.317
H -4.23659 -1.97586 -0.86281 0.249
H -4.43166 13.12250 -0.31281 0.288
H -8.64852 -4.80091 1.91531 0.377
H 2.64124 -6.44404 1.81415 0.322
H 1.38392 -1.57821 4.49579 0.115
H 3.32056 -5.96556 4.13742 0.447
H -1.04038 -1.45814 5.40645 0.280
H -0.64997 0.58638 -1.40128 0.313
H -1.65432 0.16450 6.10220 0.497
H -6.83942 -3.14418 0.18017 0.135
H 3.20976 -2.27792 3.29835 0.486
H -8.99447 -1.45798 0.89902 0.499
H 12.68894 -0.76990 -4.30228 0.299
H -9.51054 -2.64069 6.04548 0.381
H 1.79884 2.14394 1.55058 0.305
H -1.99087 7.38725 0.03592 0.170
H 2.75968 5.70718 -2.77528 0.286
H 1.16963 0.53206 -1.71933 0.221
H -8.50347 -3.17231 -0.49263 0.463
H 13.59610 1.40690 -8.51154 0.289
H 2.07794 -1.34040 0.57293 0.114
H -2.14986 1.52164 0.11481 0.462
H 3.33386 7.31872 -3.22764 0.215
H -6.48754 1.03945 -0.06478 0.543
H -1.35896 5.75905 -0.25099 0.343
H 3.52205 6.77655 -1.55381 0.286
H 3.20104 -0.34209 1.69531 0.444
H 12.06184 0.31893 -3.05798 0.241
H 0.31415 2.11078 -1.51871 0.263
H -5.33820 12.29120 0.95934 0.220
H -2.05223 8.43858 -2.69778 0.134
H -7.26017 -3.60919 5.15816 0.562
```

Computed properties:
E_LUMO	-0.51	eV
frontier orbital gap	8.29	eV
SMILES	CB(O)c1cc2c(c(C)c1OC[C@H](C)CC(C)C)C(=O)c1cc(CC=O)c(CCCC(F)(F)C(F)(F)F)c(CCO)c1C2=O.COC(=O)OC.COC(=O)OC.COC(=O)OC.COC(=O)OC.COC(=O)OC
maximum force	3.438	eV Å⁻¹

[3]
# C47H71BN8O10

A 11-piece molecular cluster, C47H71BN8O10 overall at a distorted geometry (ωB97M-V/def2-TZVPD, OMol25).

```
137
Properties=species:S:1:pos:R:3:mulliken_charge:R:1
O 21.70594 28.09355 30.36248 -0.849
O 22.10581 29.51646 28.43323 -0.808
O 24.57791 25.61810 29.35015 -0.030
O 23.89674 28.32854 29.27231 -0.118
O 22.07966 27.07302 28.29283 0.305
O 20.07205 26.74607 31.08678 -0.884
O 23.22728 31.36974 27.87714 -0.309
O 25.17248 35.56445 31.09653 -0.581
O 25.45550 29.93917 29.17659 -0.553
O 20.35735 25.63542 28.36291 -0.494
N 29.64362 29.66151 28.29803 0.058
N 24.37455 27.28510 35.16439 0.033
N 22.98212 24.84970 26.63314 0.964
N 23.66358 35.71786 28.36012 0.276
N 17.28943 26.39033 31.02707 0.436
N 25.72097 33.05866 26.46312 0.279
N 19.84622 28.19643 25.26795 1.754
N 18.52313 25.32060 34.39605 0.151
C 23.16705 30.30489 28.41808 0.223
C 24.33286 29.55180 29.05614 0.308
C 20.12536 29.60749 25.72232 -0.339
C 20.88556 27.07014 30.27383 -0.091
C 21.30410 26.70413 23.97886 -0.897
C 16.98782 25.91323 35.85752 -0.656
C 21.13742 27.35760 25.35364 0.876
C 18.83466 27.49543 26.16276 -0.366
C 27.06804 33.01049 24.73114 -0.836
C 23.78590 23.88063 24.80684 -0.580
C 20.63640 27.68080 23.03685 -1.026
C 17.50514 27.08479 35.25656 -0.476
C 22.87196 34.70029 27.88168 -0.586
C 22.52848 23.26070 25.10518 -0.768
C 21.08426 30.41463 24.84630 -0.276
C 17.56027 24.83506 35.24733 -0.362
C 24.98940 33.11530 30.74045 -0.307
C 28.87875 27.70468 27.67787 -0.489
C 26.49805 31.96089 26.66692 -0.440
C 15.68541 25.20886 30.06781 -0.540
C 16.25780 27.47536 26.74490 -0.272
C 30.70940 28.93918 27.84985 -0.577
C 25.31839 27.90996 34.41377 -0.685
C 25.97505 23.61328 29.32187 -1.213
C 16.17638 26.54731 31.79454 -0.622
C 22.26096 36.58338 26.85112 -0.907
C 23.42806 27.81116 33.22767 0.138
C 23.22672 36.91083 27.78372 -0.540
C 22.14325 35.20156 26.84778 -0.305
C 21.55672 31.73476 25.45971 -1.612
C 30.28890 27.65224 27.64269 -0.646
C 22.12478 23.84533 26.27800 -0.527
C 17.46910 28.17093 26.11406 -0.455
C 25.88968 25.11595 29.57413 -0.045
C 23.19136 27.31145 34.48263 -1.018
C 18.47689 26.69198 34.37682 -0.722
C 14.92627 27.99154 26.18330 -1.532
C 24.02691 24.82392 25.75633 -0.973
C 27.34508 31.92516 25.55735 -0.224
C 25.86086 34.35279 30.88013 -0.678
C 19.41559 28.15257 23.81479 -1.057
C 28.47675 28.91934 28.20638 -0.221
C 26.09184 33.76221 25.37476 -0.467
C 15.17920 25.74715 31.27427 -0.668
C 24.77954 28.26436 33.20333 -0.743
C 17.01721 25.56238 29.95410 -0.535
C 21.07076 26.45210 28.87116 0.911
B 22.43623 28.24857 29.11483 0.875
H 18.97089 29.12408 23.59944 0.325
H 24.90060 25.43475 25.92367 0.556
H 24.67460 35.55216 31.92018 0.313
H 17.35245 23.77935 35.27595 0.427
H 20.96064 26.58763 26.10086 -0.845
H 24.62619 32.65135 31.66375 0.471
H 22.87363 25.44518 27.43782 -0.003
H 14.88492 29.06764 26.35321 0.302
H 24.39647 23.66496 23.94357 0.449
H 20.53799 27.23840 22.04344 0.538
H 14.07489 27.48834 26.63280 0.453
H 22.22968 27.01678 34.87165 0.534
H 16.13176 27.63206 27.82163 0.180
H 20.84888 30.43810 23.78105 0.482
H 19.19817 30.13952 25.92212 0.514
H 20.84975 25.71563 24.05490 0.477
H 28.22501 26.87825 27.44082 0.373
H 25.71575 34.74618 25.15046 0.467
H 26.39546 34.52378 29.94076 0.274
H 25.28093 28.75259 32.38362 0.593
H 24.33446 26.30939 29.96566 -0.002
H 26.60800 25.68508 28.98392 0.059
H 17.13007 28.12142 25.06659 0.220
H 26.31628 27.99176 34.81667 0.406
H 25.96631 23.48509 28.23704 0.243
H 17.22033 28.10870 35.43683 0.463
H 19.11174 27.17675 33.65128 0.587
H 15.11943 24.63209 29.35328 0.438
H 29.73547 30.62132 28.57509 0.221
H 19.12192 24.76158 33.81655 0.233
H 16.33397 26.38878 26.65468 0.430
H 21.71360 31.65818 26.53123 0.197
H 14.91375 27.79064 25.10782 0.371
H 18.74868 26.46977 25.81811 0.486
H 16.25327 27.20875 32.64124 0.543
H 26.46104 31.31441 27.52588 0.179
H 16.05167 25.83502 36.39113 0.344
H 21.33023 28.48848 22.78676 0.305
H 18.20757 26.61458 31.38776 0.308
H 17.81784 25.09272 29.40694 0.469
H 17.42721 29.24629 26.28725 0.285
H 27.56311 29.43433 28.44780 0.582
H 23.67084 37.82034 28.15060 0.437
H 22.68593 27.86768 32.45023 0.542
H 30.78408 26.74794 27.33002 0.402
H 22.04522 22.50474 24.51194 0.467
H 26.87433 23.16044 29.73917 0.393
H 24.93895 33.22629 27.07773 0.159
H 18.55696 27.49790 23.66267 0.619
H 20.62404 29.49209 26.68776 -0.380
H 20.83254 32.49696 25.14536 0.453
H 23.03949 33.68124 28.19038 0.515
H 25.62332 32.27816 30.42460 -0.035
H 25.15892 23.05568 29.78120 0.286
H 26.04922 25.22071 30.65316 0.323
H 31.71125 29.27516 28.07753 0.340
H 14.18480 25.57065 31.65056 0.419
H 21.63430 37.26682 26.30094 0.418
H 28.00414 31.10059 25.32410 0.464
H 24.51283 26.91617 36.08524 0.187
H 21.27916 23.63432 26.91508 0.505
H 24.17217 33.24997 30.03490 0.141
H 22.35643 26.54319 23.74957 0.477
H 21.96900 27.97721 25.67515 -0.016
H 24.28536 35.68723 29.15286 0.243
H 21.43135 34.67208 26.23090 0.374
H 26.64959 34.17282 31.62083 0.427
H 22.40940 32.16954 24.93574 0.506
H 21.99238 29.79684 24.78659 0.309
H 27.64322 33.19890 23.83908 0.392
H 19.18872 27.63200 27.18346 -0.292
```

Computed properties:
E_LUMO	-0.10	eV
frontier orbital gap	7.57	eV
ΔE to the lowest compared entry with this formula, charge and spin	0.0	kJ/mol
maximum force	2.450	eV Å⁻¹